66
Properties=species:S:1:pos:R:3 method="wB97M-V/def2-TZVPD" total_charge=+2 e_tot_ha=-3592.1150
C -0.51 0.11 -1.71
H 3.12 -1.31 1.32
P 1.57 2.29 -1.47
C 2.22 -1.78 -1.29
F 1.82 2.68 1.21
C -0.85 -3.86 -0.30
H 2.67 -3.09 1.76
H 1.90 -2.17 -2.38
H -1.84 -1.87 -0.58
F 4.00 -0.17 -1.20
H 4.49 1.93 0.18
H -0.21 0.94 1.96
H -0.56 -3.90 -1.45
F -5.35 4.01 -0.46
O -2.66 -5.04 1.13
H -2.54 -5.32 -1.08
C -1.08 -2.28 0.21
O -1.42 1.12 -2.25
H 1.93 0.70 1.79
C 4.13 2.53 2.35
O 1.25 -2.33 -0.42
H -0.67 3.14 1.35
S 3.83 -2.80 -1.04
H 2.80 -1.78 3.17
Ba 5.49 -2.79 -3.38
H -1.71 -2.22 1.23
F -3.05 3.92 1.41
C 0.37 -1.44 0.31
H 3.40 2.24 3.24
F -6.31 1.26 -1.63
F -2.97 1.81 2.55
C -1.24 2.36 0.63
H -3.12 -3.64 -0.45
O 3.02 2.96 -1.69
C 2.27 1.28 0.80
C -3.95 1.92 0.20
H -1.65 0.23 1.02
H -0.08 -4.43 0.36
H 0.89 2.19 -2.73
H 0.56 -0.91 2.64
Cl 2.53 0.16 -3.20
C -0.66 0.88 0.84
F -3.30 3.64 -1.69
H 4.40 -2.85 -2.35
H 4.36 0.48 1.38
C 3.85 1.51 1.06
C 0.29 0.13 -0.23
C 0.83 -1.71 1.85
C -4.40 2.95 -0.99
C -2.81 2.45 1.22
C 2.50 -0.17 -1.33
C -2.37 -4.54 -0.22
C 2.48 -1.96 2.04
N 1.70 0.76 -0.48
F -4.35 1.50 -3.16
F -6.02 3.21 -2.96
F -5.19 1.73 1.04
H 4.05 3.66 2.03
H 0.81 3.36 -0.87
F -3.72 0.59 -0.43
H -3.50 -5.60 1.16
F 0.32 -3.00 2.45
C -5.28 2.16 -2.18
H -1.24 2.85 -0.41
O -0.46 -0.94 -2.58
H 5.23 2.27 2.72

56
Properties=species:S:1:pos:R:3 method="wB97M-V/def2-TZVPD" total_charge=-1 e_above_lowest_ev=0.538 e_tot_ha=-4119.1154
H 7.30 8.40 14.65
C 8.82 9.24 5.90
C 9.46 8.28 12.28
C 12.96 8.61 7.78
H 7.44 11.35 15.17
H 7.26 5.21 12.92
H 9.00 8.37 5.24
H 13.54 9.51 7.56
C 7.96 9.77 8.06
N 8.24 8.64 7.18
C 11.48 6.30 8.41
C 11.90 8.67 8.66
H 9.09 11.52 15.76
N 8.43 7.95 12.99
C 12.61 6.19 7.63
Tl 9.58 7.25 10.41
H 10.30 11.34 13.56
H 7.91 4.49 11.55
H 7.06 12.06 5.71
N 5.97 9.02 6.08
H 5.30 9.75 7.91
C 8.79 9.93 14.32
H 6.96 8.60 4.26
H 6.47 7.62 7.70
H 8.63 11.69 6.51
H 13.05 5.23 7.44
C 13.28 7.36 7.26
C 6.87 8.04 6.76
N 6.19 5.13 11.20
H 8.88 10.31 8.32
H 11.12 9.65 11.83
H 6.08 10.14 4.22
H 8.09 10.17 16.37
Br 10.84 5.36 11.79
F 14.15 7.30 6.23
C 8.36 10.78 15.50
N 7.02 10.80 7.45
C 10.22 9.43 12.43
H 10.87 5.43 8.57
H 7.21 7.22 6.07
O 7.80 5.60 9.68
N 7.94 10.20 5.23
H 5.18 10.95 6.58
H 9.78 9.73 6.14
H 11.57 9.65 9.00
C 7.67 11.34 6.26
N 7.04 4.59 12.10
C 11.15 7.54 8.96
H 5.19 4.98 11.35
C 5.78 10.14 7.03
C 6.56 5.76 9.97
C 8.12 8.74 14.02
C 9.86 10.31 13.45
O 5.63 6.32 9.37
H 7.46 9.44 8.95
C 6.68 9.47 4.86

55
Properties=species:S:1:pos:R:3 method="wB97M-V/def2-TZVPD" total_charge=0 smiles="COCC(=O)N(C)C1(c2nnnn2CCOC(=O)Nc2ccc(Cl)cc2)CCCC1" e_above_lowest_ev=20.668 e_tot_ha=-1828.0352
C 0.17 0.30 1.49
H -2.28 -2.90 -3.36
C 5.39 -0.30 -0.49
C 5.18 1.06 0.04
H -2.82 -0.74 2.38
C 0.29 -0.37 2.68
C -1.85 -2.60 1.01
C 3.93 1.49 -0.35
C -1.30 -0.32 0.87
N -3.10 -0.07 -0.82
H -2.59 0.98 2.50
C 4.50 -0.89 -1.15
H -1.64 3.96 -1.71
H 3.70 2.56 -0.02
C -2.00 0.01 2.25
H -0.97 -1.35 4.03
O -1.60 -3.59 -1.58
C -0.51 -2.98 -1.52
N -3.35 1.85 -1.06
O 1.60 3.14 -0.14
H -1.07 2.93 0.89
H 5.92 1.78 0.63
H -0.05 1.52 1.72
H -0.33 4.66 -0.70
H 1.06 0.96 -1.88
H -1.57 -3.46 0.55
C -0.71 -1.67 -0.75
H 0.34 -3.51 -1.06
N -3.87 0.81 -1.23
H -2.47 3.91 0.54
H -3.51 -3.78 -2.20
Cl 6.95 -1.01 -0.10
C 1.26 2.57 -0.98
H -1.47 -2.68 2.15
H 4.71 -1.99 -1.14
O -0.29 -0.73 -1.21
C 3.33 -0.45 -1.38
N -2.40 1.86 -0.16
H -2.94 -2.38 1.03
C -2.72 -3.04 -2.24
H 2.54 -0.92 -2.00
H 0.84 0.18 0.51
H -0.16 -2.92 -2.66
C -1.58 3.23 0.07
O -0.03 2.84 -1.81
H -0.87 0.43 4.17
C 2.93 0.86 -0.95
H 0.64 -1.50 2.48
C -1.02 3.76 -0.91
N -1.20 -1.49 0.31
H 1.09 0.22 3.12
H -2.98 -2.16 -1.80
C -0.79 -0.35 3.41
C -2.16 0.68 0.04
N 1.83 1.61 -1.49